Formula: C42H35IN3O14
Source: OMol25
Level of theory: the ωB97M-V functional and the def2-TZVPD basis

```
95
Properties=species:S:1:pos:R:3:forces:R:3
O 0.310 3.535 -1.402 8.283 -0.254 -0.930
C 1.636 3.545 -1.564 -5.193 -0.227 -0.184
O 2.173 4.584 -2.501 2.981 -12.597 4.173
C 2.646 2.476 -0.769 0.521 0.366 -1.427
C 3.689 3.292 0.187 -0.933 1.684 -1.277
C 3.368 3.278 1.786 0.916 0.089 0.733
C 2.222 2.300 2.421 -1.796 -0.436 0.904
N 2.925 1.006 2.916 1.942 0.818 -2.312
C 4.210 1.107 2.065 0.569 1.983 1.790
N 4.805 0.141 1.288 -1.256 3.699 2.269
I 3.927 -1.722 1.236 0.445 -0.013 -0.016
N 4.610 2.548 2.338 -0.275 -3.466 -1.544
H 2.320 4.090 -3.373 -0.166 0.781 1.597
H 2.076 1.589 -0.266 0.805 1.984 -0.884
H 3.299 1.990 -1.640 -1.460 1.081 1.779
H 4.790 2.941 -0.102 -2.367 0.652 1.081
H 3.640 4.434 -0.160 0.130 -2.501 0.703
H 3.298 4.342 2.312 0.202 -2.264 -1.572
H 1.317 1.948 1.769 2.054 0.979 0.687
H 1.673 2.715 3.388 1.487 -0.376 -2.149
H 3.220 1.237 3.898 0.095 -0.545 -1.320
H 5.672 0.440 0.755 -1.475 -0.759 0.804
H 5.527 2.873 1.955 -1.198 -0.441 0.112
C -0.409 5.135 1.012 -0.184 -0.034 0.089
C -1.696 5.052 1.360 0.273 -0.164 -0.254
C -2.236 5.832 2.491 -0.913 -0.130 0.137
O -3.415 5.756 2.811 0.850 0.140 -0.132
C -1.299 6.708 3.222 0.429 0.212 0.136
C -0.011 6.790 2.875 -0.252 0.162 0.276
C 0.529 6.010 1.743 0.121 0.017 -0.139
O 1.707 6.087 1.424 -0.199 -0.179 0.149
H 0.004 4.569 0.186 -0.175 0.137 0.160
H -2.397 4.415 0.833 -0.071 -0.009 0.010
H -1.711 7.273 4.049 -0.013 -0.016 -0.019
H 0.690 7.427 3.401 -0.009 0.003 -0.022
C 1.791 -7.033 2.480 -0.341 -0.265 -0.118
C 0.784 -7.528 1.754 0.319 -0.032 0.354
C 0.211 -6.773 0.622 -0.740 -0.579 -0.551
O -0.711 -7.225 -0.042 0.723 0.454 0.515
C 0.795 -5.451 0.323 0.397 0.584 0.034
C 1.802 -4.955 1.049 -0.493 -0.312 -0.241
C 2.375 -5.710 2.180 0.440 0.220 0.364
O 3.297 -5.258 2.844 -0.359 -0.048 -0.431
H 2.222 -7.573 3.314 0.006 0.044 -0.001
H 0.345 -8.497 1.960 -0.015 0.033 -0.030
H 0.364 -4.910 -0.511 -0.009 -0.061 0.002
H 2.241 -3.986 0.842 -0.031 0.012 -0.062
C 0.462 8.615 -5.246 0.288 -0.423 -0.150
C 1.027 7.483 -4.813 -0.187 0.354 -0.241
C 0.931 7.072 -3.399 -0.238 0.336 -0.210
O 1.449 6.038 -3.001 -3.774 9.104 -2.990
C 0.187 7.958 -2.482 -0.259 0.355 -0.020
C -0.378 9.090 -2.915 0.090 -0.316 0.407
C -0.283 9.501 -4.330 -0.467 0.913 -0.349
O -0.801 10.535 -4.727 0.403 -0.799 0.309
H 0.523 8.931 -6.280 -0.024 0.036 0.035
H 1.575 6.822 -5.473 -0.007 0.012 0.015
H 0.126 7.642 -1.448 0.021 -0.030 -0.011
H -0.927 9.751 -2.255 0.013 0.014 -0.059
C -6.763 6.486 0.143 0.312 -0.174 0.255
C -5.817 5.614 0.501 -0.241 0.362 0.162
C -5.395 4.526 -0.405 0.403 -0.396 0.195
O -4.530 3.726 -0.078 -0.340 0.392 -0.209
C -6.059 4.442 -1.721 -0.290 0.128 -0.306
C -7.006 5.315 -2.079 0.290 -0.406 -0.117
C -7.427 6.402 -1.173 -0.740 0.709 -0.223
O -8.293 7.203 -1.501 0.637 -0.593 0.218
H -7.085 7.289 0.795 -0.021 -0.014 -0.037
H -5.320 5.662 1.462 0.013 -0.056 -0.045
H -5.738 3.640 -2.374 0.007 0.004 0.035
H -7.503 5.267 -3.040 -0.005 0.032 0.043
C -4.501 -7.623 -0.763 0.377 -0.184 0.196
C -3.868 -8.474 0.050 0.056 0.307 -0.298
C -4.616 -9.411 0.911 0.383 -0.548 0.507
O -4.038 -10.189 1.658 -0.344 0.503 -0.455
C -6.090 -9.373 0.837 -0.413 0.167 -0.165
C -6.724 -8.523 0.023 -0.012 -0.358 0.336
C -5.975 -7.585 -0.838 -0.421 0.594 -0.582
O -6.554 -6.808 -1.584 0.381 -0.500 0.499
H -3.968 -6.929 -1.401 -0.026 -0.016 0.003
H -2.788 -8.515 0.116 -0.035 0.010 -0.006
H -6.624 -10.067 1.475 0.041 0.004 -0.005
H -7.804 -8.482 -0.042 0.040 0.024 -0.027
C 4.479 -8.468 0.652 0.309 -0.185 0.257
C 5.426 -9.340 1.010 -0.289 0.437 0.160
C 5.847 -10.427 0.104 0.774 -0.774 0.229
O 6.712 -11.228 0.431 -0.680 0.660 -0.234
C 5.183 -10.511 -1.212 -0.323 0.166 -0.327
C 4.236 -9.639 -1.570 0.243 -0.331 -0.086
C 3.815 -8.552 -0.664 -0.463 0.380 -0.220
O 2.950 -7.751 -0.991 0.374 -0.311 0.245
H 4.158 -7.665 1.304 0.063 -0.021 -0.030
H 5.923 -9.292 1.971 0.008 -0.033 -0.038
H 5.504 -11.314 -1.864 0.012 0.009 0.048
H 3.739 -9.687 -2.531 -0.006 0.028 0.045
```
Positions in Å, forces in eV/Å.

* HOMO: -11.31 eV
* M: 932.65 g mol⁻¹
* energy: -3136.01811 hartree
* Kohn-Sham gap: 6.536 eV
* total charge: +1

Formula: C4H35N3O13
Source: OMol25
Level of theory: the ωB97M-V functional and the def2-TZVPD basis

```
55
Properties=species:S:1:pos:R:3:forces:R:3
C 0.571 0.151 1.080 0.859 -1.812 -1.452
C 1.654 1.102 1.531 0.667 0.738 1.559
C 1.507 2.594 1.160 -1.949 -1.126 -0.549
N 1.180 2.695 -0.279 1.659 0.733 0.393
N -0.752 0.459 1.512 -0.739 1.671 2.146
C -1.813 -0.349 1.877 -0.350 -0.887 -3.313
N -1.877 -1.455 1.033 0.532 -0.323 0.902
O -2.785 -0.014 2.536 0.699 0.293 1.015
H 0.616 0.067 -0.021 -0.048 0.293 0.218
H 0.890 -0.876 1.359 -0.331 0.601 0.287
H 2.600 0.723 1.166 0.172 -0.129 -0.531
H 1.793 1.033 2.639 -0.404 0.091 -0.556
H 0.644 2.985 1.716 0.145 0.069 0.443
H 2.356 3.199 1.484 0.149 -0.215 -0.475
H 0.448 2.093 -0.626 -0.207 -0.038 0.234
H 1.015 3.656 -0.544 -0.338 -0.046 -0.169
H -0.770 1.308 2.062 -0.231 0.063 -0.035
H -1.044 -1.777 0.526 -0.431 0.290 -0.025
H -2.501 -2.204 1.291 -0.177 0.239 0.067
H -1.047 4.002 0.913 0.016 -0.405 0.683
H -1.993 4.911 0.466 -0.719 0.202 0.208
O -1.805 4.465 1.306 0.699 0.177 -0.690
H -0.221 -1.419 -1.301 0.391 -0.209 -0.464
H 0.556 -2.816 -0.972 -0.568 1.321 -0.011
O -0.315 -2.346 -1.059 -0.212 -0.892 -0.086
H -2.309 4.029 -1.970 -0.119 -0.451 -0.060
H -1.646 2.892 -1.094 -0.432 0.381 -0.505
O -1.551 3.815 -1.414 0.492 0.029 0.287
H -1.729 -4.244 -1.022 -0.014 0.159 -0.316
H -1.150 -3.851 0.277 0.211 0.141 -0.064
O -1.648 -4.566 -0.123 -0.232 -0.457 0.411
H 3.343 -0.909 -1.911 -0.665 -0.033 0.014
H 1.899 -1.036 -2.381 0.455 0.248 0.073
O 2.470 -1.221 -1.611 0.614 0.060 -0.106
H -2.074 -0.211 -3.061 0.243 -0.187 0.256
H -1.794 -0.984 -4.295 0.143 -0.224 -0.110
O -1.607 -1.022 -3.346 -0.346 0.563 -0.210
H 2.191 2.632 -2.580 0.184 -0.267 -0.097
H 3.328 2.187 -1.752 0.049 -0.228 0.302
O 3.048 2.178 -2.669 -0.244 0.515 -0.328
H -3.042 0.301 -0.515 0.196 -0.075 -0.460
H -4.218 0.933 0.069 -0.341 0.312 0.024
O -3.776 0.874 -0.786 0.230 -0.258 0.476
H 1.005 -0.258 -4.415 -0.001 0.128 0.104
H 2.111 0.778 -4.104 0.029 0.091 0.292
O 1.877 -0.152 -4.010 -0.258 -0.319 -0.563
H 0.129 -1.861 4.614 -0.258 0.398 -0.099
H -0.925 -0.780 4.208 0.066 -0.213 -0.071
O -0.165 -1.289 3.888 0.283 -0.354 0.332
H 0.383 -3.111 2.820 0.088 0.031 0.148
H 0.157 -4.500 2.307 0.312 -0.142 -0.159
O 0.877 -3.909 2.566 -0.781 0.255 0.588
H 2.655 -3.164 0.112 0.218 0.184 0.068
H 1.534 -2.752 1.129 0.327 -0.619 -0.327
O 1.721 -2.990 0.210 0.265 -0.367 0.299
```
Positions in Å, forces in eV/Å.

* spin multiplicity: 2
* energy above the lowest of the compared OMol25 structures with the same formula, charge and spin: 0.4 kcal per mole
* HOMO (alpha / beta): 0.04 / -6.86 eV
* M: 333.33 g mol⁻¹
* energy: -1315.78397 hartree
* Kohn-Sham gap (alpha / beta): 2.108 / 8.922 eV
* total charge: -1

Formula: C6H11FO5
Source: OMol25
Level of theory: the ωB97M-V functional and the def2-TZVPD basis

```
23
Properties=species:S:1:pos:R:3:forces:R:3
O -2.946 0.877 0.425 0.182 0.201 -0.075
C -2.125 0.307 1.411 0.295 0.538 0.482
C -0.714 -0.055 0.939 -0.116 -0.257 0.546
O -0.851 -1.003 -0.140 -0.125 0.125 0.356
C 0.341 -1.513 -0.632 0.335 0.128 0.050
O 1.064 -2.247 0.347 -0.381 -0.418 0.181
C 1.291 -0.407 -1.101 0.279 -0.043 -0.036
F 0.700 0.178 -2.229 -0.018 -0.074 0.000
C 1.477 0.669 -0.036 0.264 0.645 -0.275
O 2.299 0.201 1.010 -0.281 -0.934 0.025
C 0.113 1.135 0.487 0.157 0.444 0.460
O -0.560 1.924 -0.488 0.101 -0.134 0.010
H -2.412 1.579 0.018 -0.200 -0.076 -0.060
H -2.042 0.976 2.309 0.133 -0.385 -0.601
H -2.622 -0.588 1.747 -0.150 -0.443 0.101
H -0.188 -0.517 1.815 -0.337 0.182 -0.647
H 0.067 -2.138 -1.477 -0.055 -0.146 -0.095
H 0.482 -2.941 0.718 0.366 0.511 -0.334
H 2.264 -0.807 -1.415 -0.264 -0.034 0.145
H 1.992 1.538 -0.495 -0.314 -0.427 0.181
H 2.062 -0.745 1.142 0.324 0.688 0.101
H 0.288 1.791 1.360 -0.056 -0.266 -0.352
H -0.532 1.409 -1.305 -0.140 0.175 -0.162
```
Positions in Å, forces in eV/Å.

* energy above the lowest of the compared OMol25 structures with the same formula, charge and spin: 0.4 kcal per mole
* HOMO: -10.02 eV
* M: 182.15 g mol⁻¹
* energy: -711.28009 hartree
* Kohn-Sham gap: 10.429 eV
* total charge: 0

Formula: C18H32Br6O10
Source: OMol25
Level of theory: the ωB97M-V functional and the def2-TZVPD basis

```
66
Properties=species:S:1:pos:R:3:forces:R:3
C -1.835 -2.704 5.203 -1.205 0.266 1.308
C -2.926 -3.721 4.660 3.354 1.812 -0.329
C -4.019 -3.044 3.858 -0.712 1.690 1.852
O -4.062 -3.679 2.636 -1.745 -0.539 -0.596
C -3.054 -4.512 2.553 2.391 -0.654 -1.919
O -2.797 -5.190 1.601 -0.463 -0.075 0.412
O -2.198 -4.325 3.574 -0.450 -1.243 0.314
H -1.654 -1.811 4.605 -0.033 -0.556 -0.867
H -0.883 -3.144 5.501 -0.159 -0.438 -0.475
H -2.153 -2.200 6.116 -0.480 -0.315 0.407
H -3.154 -4.493 5.394 -0.428 0.190 -0.059
H -3.753 -2.004 3.666 0.048 0.120 0.166
H -4.983 -3.035 4.367 -0.116 -0.248 -0.218
C 10.348 -3.747 7.175 0.468 -0.189 -0.343
C 9.969 -2.757 6.089 -0.331 -1.283 1.067
C 9.290 -3.411 4.899 1.013 -0.526 -0.401
O 7.988 -2.886 4.921 -1.239 -1.214 -2.165
C 7.907 -1.939 5.810 -5.558 4.357 -0.261
O 7.022 -1.057 5.921 2.277 -3.174 -0.834
O 8.862 -2.029 6.621 4.116 1.479 3.124
H 9.554 -4.466 7.378 -0.109 0.061 -0.161
H 10.592 -3.261 8.120 0.139 0.132 -0.184
H 11.216 -4.282 6.791 0.146 -0.234 0.333
H 10.863 -2.204 5.802 -0.459 0.830 0.192
H 9.349 -4.485 5.079 -0.639 -0.121 -0.466
H 9.717 -3.160 3.928 0.170 -0.117 0.096
C 0.613 0.787 -1.127 -0.049 -0.309 0.435
C 0.056 1.355 0.177 2.665 -1.135 -0.591
C 1.098 2.229 0.871 -2.165 0.827 -0.161
O 0.254 3.423 1.074 3.783 0.934 1.747
C -0.947 3.325 0.626 -2.161 -0.344 0.620
O -1.847 4.098 0.816 0.715 -0.235 -0.631
O -1.089 2.123 0.055 -1.444 -0.616 -1.200
H 0.882 1.538 -1.870 -1.150 0.148 -0.349
H -0.044 -0.050 -1.365 0.079 0.325 -1.069
H 1.615 0.372 -1.023 -0.011 -0.406 0.885
H -0.072 0.527 0.874 -0.832 -0.183 -0.248
H 1.976 2.520 0.294 -0.122 -0.090 0.194
H 1.277 1.665 1.787 0.702 1.102 0.358
Br -2.856 -7.238 -7.678 0.465 0.525 0.349
C -1.394 -6.447 -6.584 0.425 -1.786 0.151
C -0.995 -5.096 -7.029 -0.596 0.736 0.778
Br 0.647 -4.571 -6.030 -0.435 -0.306 -0.680
H -0.531 -7.085 -6.774 -0.284 -0.354 0.107
H -1.691 -6.574 -5.543 -0.029 0.330 -0.193
H -1.708 -4.365 -6.647 0.031 0.142 -0.723
H -0.886 -5.147 -8.113 0.421 0.722 0.214
Br -8.560 6.199 -2.041 0.282 0.667 0.464
C -7.829 7.851 -1.255 -1.305 1.301 -0.353
C -8.786 9.104 -1.427 1.555 -0.794 -0.005
Br -8.730 9.725 -3.295 -0.351 -0.206 0.628
H -6.891 8.069 -1.766 -0.155 -0.181 0.067
H -7.655 7.756 -0.184 -0.071 -0.535 -0.130
H -8.312 9.896 -0.847 0.002 0.096 -0.148
H -9.799 9.003 -1.036 0.046 -0.352 -0.523
Br -3.735 0.941 -7.927 0.108 -0.059 0.558
C -2.899 2.484 -7.076 1.358 0.320 -0.088
C -1.374 2.615 -7.387 -0.407 -1.524 -0.755
Br -1.125 2.329 -9.357 0.473 0.813 0.933
H -2.927 2.383 -5.991 -0.623 -0.031 -0.092
H -3.514 3.298 -7.460 0.423 0.146 0.340
H -0.796 1.801 -6.951 -0.556 -0.583 -0.176
H -0.795 3.425 -6.943 -0.777 0.909 -0.714
O 1.626 6.120 -2.650 0.153 -0.221 -0.002
H 1.742 7.018 -2.339 0.061 0.216 0.120
H 0.797 6.137 -3.128 -0.220 -0.020 -0.106
```
Positions in Å, forces in eV/Å.

* energy above the lowest of the compared OMol25 structures with the same formula, charge and spin: 42.9 kcal per mole
* HOMO: -9.72 eV
* M: 887.87 g mol⁻¹
* energy: -16901.47964 hartree
* Kohn-Sham gap: 9.885 eV
* total charge: 0

Question: Which of these has the highest total charge?
Answer: C42H35IN3O14

Question: Which formula does entry 2 have?
Answer: C4H35N3O13

Question: Among the records above, which one has the lowest total charge?
Answer: C4H35N3O13

Question: What is the formula in the second record?
Answer: C4H35N3O13